P.
Entry from the OMol25 dataset: a 2-piece molecular cluster, C6H11Br2N2 overall (ωB97M-V/def2-TZVPD).

Each atom is followed by the atoms it is bonded to, with distances in Å.
Cartesian coordinates (Å):
1 H 2.4780 -0.2991 0.9477  C13 1.155
2 H 1.6655 0.7333 -1.9917  C20 1.055
3 C -0.8562 -0.7280 -0.3976  Br14 1.859, N15 1.379, C18 1.482
4 H 0.0680 2.2254 0.0770  C5 1.103
5 C 0.8608 1.4663 -0.0276  H4 1.103, N6 1.440, H17 1.013, C20 1.613
6 N 0.5707 0.4605 0.9615  C5 1.440, C13 1.491, C18 1.428
7 H 2.2209 -1.4027 -1.0261  C11 1.053
8 H 1.2285 -1.3258 1.7090  C13 1.042
9 H 1.0210 -2.5637 -0.4520  C11 1.128
10 H -0.9131 -0.8229 1.6067  C18 1.128
11 C 1.2915 -1.4723 -0.5370  H7 1.053, H9 1.128, C13 1.571, N15 1.424
12 Br -4.3284 1.0379 0.4373  H16 1.466
13 C 1.4219 -0.7588 0.8567  H1 1.155, N6 1.491, H8 1.042, C11 1.571
14 Br -1.6921 -2.3766 -0.2034  C3 1.859
15 N 0.3043 -0.6398 -1.1380  C3 1.379, C11 1.424, C20 1.441
16 H -5.5078 1.9057 0.3697  Br12 1.466
17 H 1.7846 1.8442 0.1428  C5 1.013
18 C -0.7872 0.0271 0.8759  C3 1.482, N6 1.428, H10 1.128, H19 1.056
19 H -1.5334 0.7613 1.0148  C18 1.056
20 C 0.7674 0.6915 -1.4391  H2 1.055, C5 1.613, N15 1.441, H21 1.054
21 H -0.0646 1.2367 -1.7864  C20 1.054

Gap between HOMO and LUMO (alpha / beta) in eV: 7.249 / 7.247
HOMO energy (alpha / beta) in Eh: -0.4910 / -0.4909
2S+1: 1
Total charge: +1



Q.
Entry from the OMol25 dataset: a 2-piece molecular cluster, C6H11Br2N2 overall (ωB97M-V/def2-TZVPD).

Each atom is followed by the atoms it is bonded to, with distances in Å.
Cartesian coordinates (Å):
1 N 0.1104 1.0967 -0.5326  C3 1.435, C5 1.462, C9 1.448
2 C 1.4539 -0.7408 -0.0920  C3 1.454, Br14 1.870, N17 1.401
3 C 1.2875 0.6788 0.1733  N1 1.435, C2 1.454, H7 1.057, H16 1.084
4 H -1.0873 0.8574 -2.2583  C5 1.033
5 C -0.1703 0.5810 -1.8711  N1 1.462, H4 1.033, H18 1.162, C20 1.777
6 H -1.1063 1.4982 4.8016  Br8 1.461
7 H 2.0446 1.3248 -0.1835  C3 1.057
8 Br -0.1491 0.4022 4.6740  H6 1.461
9 C -1.0277 0.7540 0.2946  N1 1.448, C11 1.580, H15 1.071, H19 1.044
10 H -0.6075 -0.9990 1.5893  C11 1.107
11 C -0.8697 -0.8000 0.5319  C9 1.580, H10 1.107, N17 1.528, H21 1.068
12 H 0.8684 -1.5575 -2.3228  C20 1.163
13 H -1.0205 -1.7535 -2.0380  C20 1.163
14 Br 3.0224 -1.6147 -0.6158  C2 1.870
15 H -1.0682 1.1004 1.3068  C9 1.071
16 H 1.2151 1.0508 1.1893  C3 1.084
17 N 0.2337 -1.3773 -0.3540  C2 1.401, C11 1.528, C20 1.411
18 H 0.6352 0.9806 -2.6067  C5 1.162
19 H -1.9563 0.9779 -0.1260  C9 1.044
20 C -0.0561 -1.1864 -1.7218  C5 1.777, H12 1.163, H13 1.163, N17 1.411
21 H -1.7521 -1.2736 0.1617  C11 1.068

Gap between HOMO and LUMO (alpha / beta) in eV: 7.289 / 7.289
HOMO energy (alpha / beta) in Eh: -0.4832 / -0.4832
2S+1: 1
Total charge: +1



Q: Which of them is the most stable? A: Q.



P.
Entry from the OMol25 dataset: a 3-piece molecular cluster, C3H12N2O3 overall (ωB97M-V/def2-TZVPD).

Each atom is followed by the atoms it is bonded to, with distances in Å.
Cartesian coordinates (Å):
1 C 1.6978 -0.0713 0.6190  N4 1.458, C7 1.529, H9 1.104, H11 1.103
2 H -1.1780 -0.5004 -1.6900  O12 0.955
3 H 1.1189 -0.2433 -1.4164  C7 1.092
4 N 0.4986 0.7120 0.8912  C1 1.458, C6 1.371, H18 1.005
5 O -3.2269 1.6218 0.1397  H8 0.960, H10 0.982
6 C -0.0327 1.0348 2.1130  N4 1.371, H15 1.093, O17 1.218
7 C 1.4835 -0.9158 -0.6376  C1 1.529, H3 1.092, N13 1.470, H16 1.090
8 H -2.6021 1.5220 -0.5816  O5 0.960
9 H 2.5246 0.6598 0.6355  C1 1.104
10 H -2.5438 1.8574 0.8054  O5 0.982
11 H 1.8967 -0.7454 1.4696  C1 1.103
12 O -0.7933 -0.6241 -2.5557  H2 0.955, H14 0.979
13 N 0.5397 -2.0421 -0.6339  C7 1.470, H19 1.017, H20 1.005
14 H -1.0642 0.2362 -2.9360  O12 0.979
15 H 0.6573 0.9095 2.9518  C6 1.093
16 H 2.4231 -1.4293 -0.8412  C7 1.090
17 O -1.1960 1.3936 2.1622  C6 1.218
18 H -0.1680 0.7467 0.1395  N4 1.005
19 H 0.2995 -2.5158 0.2339  N13 1.017
20 H -0.3348 -1.6064 -0.8683  N13 1.005

Gap between HOMO and LUMO in eV: 10.127
HOMO energy in Eh: -0.3649
2S+1: 1
Total charge: 0
Structure (SMILES): NCCNC=O.O.O



Q.
Entry from the OMol25 dataset: a 3-piece molecular cluster, C3H12N2O3 overall (ωB97M-V/def2-TZVPD).

Each atom is followed by the atoms it is bonded to, with distances in Å.
Cartesian coordinates (Å):
1 H 3.0300 0.4571 2.0499  O15 0.990
2 H -0.4275 0.7428 -3.2669  C11 1.082
3 H 0.7054 0.3250 0.6783  N19 1.005
4 H -0.6856 1.5914 -1.8033  C11 1.102
5 O -2.3603 0.2902 1.0445  C8 1.228
6 H -0.7702 -1.4564 2.2170  O20 0.961
7 H 1.0005 1.2991 -2.2192  C11 1.060
8 C -1.2871 0.1644 0.4602  O5 1.228, N13 1.378, N19 1.365
9 C -0.0222 -0.4435 -1.5600  C11 1.534, N13 1.491, H16 1.092, H18 1.119
10 H -0.9485 -2.6848 1.4059  O20 0.967
11 C 0.0200 0.9021 -2.2950  H2 1.082, H4 1.102, H7 1.060, C9 1.534
12 H -2.0283 -0.9984 -1.1463  N13 1.007
13 N -1.2290 -0.5836 -0.6961  C8 1.378, C9 1.491, H12 1.007
14 H 2.9847 1.8575 1.6596  O15 0.977
15 O 2.4306 1.0613 1.5432  H1 0.990, H14 0.977
16 H -0.1542 -1.2964 -2.2294  C9 1.092
17 H -0.2439 1.0422 1.9329  N19 1.019
18 H 0.9647 -0.6101 -1.0596  C9 1.119
19 N -0.1603 0.7501 0.9603  H3 1.005, C8 1.365, H17 1.019
20 O -0.8190 -2.4100 2.3241  H6 0.961, H10 0.967

Gap between HOMO and LUMO in eV: 9.724
HOMO energy in Eh: -0.3483
2S+1: 1
Total charge: 0
Structure (SMILES): CCNC(N)=O.O.O



Q: Which of them is the most stable? A: Q.



P.
Entry from the OMol25 dataset: a 2-piece molecular cluster, C5H6Br2 overall (ωB97M-V/def2-TZVPD).

Each atom is followed by the atoms it is bonded to, with distances in Å.
Cartesian coordinates (Å):
1 H -0.0856 -0.5030 1.7111  C10 1.120
2 C 1.7078 1.9538 -0.7702  C6 1.184, H13 1.049
3 C -1.1269 -2.0581 0.8730  H4 1.072, Br5 1.922, C10 1.395
4 H -1.2646 -2.4292 1.8692  C3 1.072
5 Br -1.3772 -3.2396 -0.6225  C3 1.922
6 C 1.2623 0.8636 -0.6493  C2 1.184, C11 1.470
7 Br -1.9659 2.3047 0.0042  H12 1.560
8 H 1.3936 -1.3325 -0.2394  C11 1.119
9 H 0.3035 -0.7688 -1.4703  C11 1.127
10 C -0.3153 -0.9367 0.7038  H1 1.120, C3 1.395, C11 1.607
11 C 0.7002 -0.4810 -0.4555  C6 1.470, H8 1.119, H9 1.127, C10 1.607
12 H -1.2424 3.6865 0.0051  Br7 1.560
13 H 2.0106 2.9401 -0.9593  C2 1.049

Gap between HOMO and LUMO in eV: 9.568
HOMO energy in Eh: -0.3410
2S+1: 1
Total charge: 0
Structure (SMILES): C#CC/C=C\Br.Br



Q.
Entry from the OMol25 dataset: one molecule with the formula C5H6Br2 (ωB97M-V/def2-TZVPD).

Each atom is followed by the atoms it is bonded to, with distances in Å.
Cartesian coordinates (Å):
1 H 1.6853 -1.8401 1.9566  C10 1.038
2 Br -0.0551 1.8970 -2.6243  C8 2.304
3 C -1.4896 0.4540 -0.1489  H4 1.093, Br6 1.853, C8 1.393
4 H -1.8587 1.0188 0.7115  C3 1.093
5 H -0.1097 -1.7811 1.9010  C10 1.065
6 Br -2.9965 -0.2567 -0.9610  C3 1.853
7 H 1.1331 1.6114 0.4075  C9 1.195
8 C -0.3472 0.3533 -0.9397  Br2 2.304, C3 1.393, C9 1.572, H13 1.148
9 C 1.0126 0.5804 -0.1847  H7 1.195, C8 1.572, C11 1.424, H12 1.091
10 C 0.8278 -1.4329 1.5356  H1 1.038, H5 1.065, C11 1.292
11 C 0.6385 -0.4120 0.7663  C9 1.424, C10 1.292
12 H 1.9268 0.3108 -0.7163  C9 1.091
13 H -0.3676 -0.5028 -1.7036  C8 1.148

Gap between HOMO and LUMO (alpha / beta) in eV: 6.597 / 7.571
HOMO energy (alpha / beta) in Eh: -0.2968 / -0.3039
2S+1: 1
Total charge: 0



Q: Which of them is the most stable? A: P.